Entry 1:
{"formula": "C48H62As3ClCsF3N6O4P", "method": "wB97M-V/def2-TZVPD", "e_homo_ev": -3.1825, "mol_weight_g_mol": 1268.15, "total_charge": -1, "de_lowest_ev": 1.1389, "total_energy_ha": -10324.3787, "lumo_ev": 1.660, "elements": ["Cs", "Cl", "C", "C", "C", "C", "O", "C", "C", "N", "C", "C", "C", "C", "C", "C", "C", "C", "N", "C", "C", "H", "H", "H", "H", "H", "H", "H", "H", "H", "H", "C", "As", "C", "C", "C", "C", "C", "As", "C", "C", "C", "As", "C", "C", "H", "H", "H", "H", "H", "H", "H", "H", "H", "H", "H", "H", "H", "H", "H", "H", "H", "H", "H", "H", "H", "H", "H", "H", "H", "H", "H", "C", "C", "C", "C", "C", "C", "C", "F", "C", "C", "C", "O", "C", "C", "N", "C", "C", "O", "O", "H", "H", "H", "H", "H", "H", "H", "H", "H", "H", "H", "F", "C", "F", "H", "C", "N", "C", "N", "C", "N", "C", "P", "C", "C", "H", "H", "H", "H", "H", "H", "H", "H", "H", "H", "H", "H", "H"], "coordinates": [[0.06606, -0.16180, 0.00931], [-1.63639, 6.55451, 3.76966], [-1.28723, 4.88150, 3.36933], [0.03532, 4.40715, 3.47784], [0.32535, 3.10924, 3.17967], [-0.67880, 2.16866, 2.73371], [-0.37935, 0.98187, 2.46258], [-2.01589, 2.69802, 2.62938], [-3.13430, 1.89270, 2.21619], [-3.09035, 0.68729, 1.77436], [-4.25983, -0.02230, 1.58304], [-5.26267, -0.08477, 2.52884], [-6.39833, -0.90366, 2.35403], [-6.53832, -1.68002, 1.24061], [-5.52786, -1.65823, 0.24529], [-5.59544, -2.45436, -0.92566], [-4.58414, -2.41051, -1.83470], [-3.48346, -1.55903, -1.57701], [-3.38964, -0.80070, -0.51779], [-4.39309, -0.83565, 0.40212], [-2.28063, 4.04277, 2.95827], [0.81492, 5.08777, 3.79915], [1.34062, 2.73555, 3.25654], [-4.11387, 2.39434, 2.28107], [-5.14601, 0.49468, 3.43664], [-7.16295, -0.91790, 3.12118], [-7.40443, -2.31569, 1.10321], [-6.45509, -3.09779, -1.07595], [-4.60164, -3.01521, -2.73144], [-2.64622, -1.52039, -2.26538], [-3.29780, 4.41085, 2.87571], [1.82998, 3.49257, -3.43616], [1.06489, 1.97604, -2.44819], [0.66613, 3.06942, -0.86424], [-0.78925, 2.02210, -3.14424], [-1.13883, 1.38478, -4.51156], [-2.49835, 1.98829, -4.90867], [-1.29931, -0.14583, -4.47879], [-0.08307, -1.43548, -3.39807], [1.45792, -1.36915, -4.60460], [-1.04410, -2.93772, -4.22589], [-0.07848, 1.79210, -5.54625], [-0.52930, 1.58027, -7.45361], [0.34857, -0.12055, -7.87383], [0.95610, 2.70256, -8.08229], [2.20474, 3.17598, -4.40716], [2.66797, 3.87218, -2.84927], [1.09766, 4.29153, -3.56732], [0.12159, 3.96734, -1.16247], [1.60802, 3.35362, -0.39449], [0.07658, 2.53211, -0.12451], [-1.04908, 3.08669, -3.19324], [-1.42174, 1.58707, -2.35967], [-3.21467, 1.84660, -4.09576], [-2.89852, 1.50837, -5.80323], [-2.41668, 3.06211, -5.10776], [-1.37660, -0.49922, -5.51603], [-2.28154, -0.35482, -4.03410], [1.13074, -1.30029, -5.64211], [2.03415, -2.27866, -4.45768], [2.08137, -0.50601, -4.36247], [-0.84290, -2.97480, -5.29843], [-2.12301, -2.82257, -4.09029], [-0.71030, -3.85939, -3.75599], [0.86252, 1.27053, -5.34635], [0.11475, 2.86595, -5.45659], [-0.21648, -0.95790, -7.46832], [1.36464, -0.15140, -7.47883], [0.38008, -0.21852, -8.95994], [0.75113, 3.74951, -7.85929], [1.06972, 2.59550, -9.16115], [1.88820, 2.41057, -7.59530], [3.73823, 0.87524, 6.61732], [4.76941, 1.24084, 5.55762], [5.23035, 2.67770, 5.74542], [6.27146, 3.04996, 4.70586], [5.72007, 2.81420, 3.32700], [6.16183, 3.55177, 2.25075], [5.63011, 3.32669, 0.98695], [6.09675, 4.06920, -0.04375], [4.65784, 2.39459, 0.77273], [4.19547, 1.63373, 1.85192], [3.11635, 0.64823, 1.58904], [2.55697, 0.65324, 0.49666], [2.82263, -0.22174, 2.71185], [3.36880, 0.06548, 3.91666], [4.24093, 1.07044, 4.18945], [4.72384, 1.83706, 3.12955], [1.87584, -1.41340, 2.65957], [1.49743, -1.90227, 3.75134], [1.56767, -1.82642, 1.51799], [4.11902, 1.18419, 7.59160], [3.53750, -0.19224, 6.66697], [2.79719, 1.39511, 6.43063], [5.64376, 0.58637, 5.67110], [5.63482, 2.78022, 6.75355], [4.36429, 3.34176, 5.66268], [7.16893, 2.44060, 4.85735], [6.57253, 4.09348, 4.80766], [6.92128, 4.31182, 2.38627], [4.22843, 2.22058, -0.20515], [3.06207, -0.55497, 4.74437], [2.18513, -4.25808, -3.21310], [1.35611, -3.56285, -2.27885], [0.52175, -4.67980, -1.77864], [2.03996, -3.43402, -1.41926], [-3.18280, -4.11883, 2.31346], [-2.08352, -3.23362, 2.86101], [-1.01537, -4.08743, 3.55165], [-0.55011, -5.11805, 2.68384], [-1.65938, -5.91142, 2.17664], [-2.65585, -5.12542, 1.45148], [-2.08726, -4.55448, 0.20858], [-0.61216, -3.43405, 0.44988], [-1.45035, -2.42208, 1.77141], [0.28998, -4.57721, 1.59737], [-3.88193, -3.46896, 1.78333], [-3.67687, -4.57497, 3.17488], [-2.47757, -2.58454, 3.54260], [-1.49896, -4.51457, 4.43398], [-0.20038, -3.40817, 3.82508], [-2.15570, -6.40057, 3.02091], [-1.26468, -6.67413, 1.50649], [-2.87743, -4.00413, -0.30788], [-1.78074, -5.37392, -0.44437], [-2.22097, -1.80493, 1.31131], [-0.74334, -1.76923, 2.28137], [1.11380, -4.01092, 2.02802], [0.69298, -5.40544, 1.01218]], "forces_ev_per_angstrom": [[-1.0, -0.2, -0.8], [0.0, 0.0, 0.0], [0.1, 0.0, 0.0], [-0.1, 0.1, 0.0], [0.0, 0.0, 0.0], [0.1, -0.1, 0.1], [0.1, 0.1, 0.3], [-0.2, -0.1, 0.0], [0.0, 0.0, 0.0], [0.0, -0.1, 0.0], [0.0, 0.0, -0.1], [0.0, 0.0, 0.1], [0.0, 0.0, 0.0], [0.0, 0.0, 0.0], [-0.1, -0.1, 0.0], [-0.1, 0.0, 0.1], [0.1, 0.0, 0.0], [0.0, 0.0, 0.0], [0.0, 0.0, 0.1], [0.1, 0.1, 0.0], [-0.1, 0.0, 0.0], [0.0, 0.0, 0.0], [0.0, 0.0, 0.0], [0.0, 0.0, 0.0], [0.0, 0.0, 0.0], [0.0, 0.0, 0.0], [0.0, 0.0, 0.0], [0.0, 0.0, 0.0], [0.0, 0.0, 0.0], [0.0, 0.0, 0.0], [0.0, 0.0, 0.0], [0.1, 0.0, 0.0], [0.1, 0.0, -0.2], [0.0, 0.1, 0.0], [-0.1, 0.0, -0.1], [0.0, 0.0, 0.0], [0.0, 0.0, 0.0], [0.0, 0.0, 0.0], [-0.2, 0.1, -0.1], [0.1, 0.0, 0.0], [0.0, -0.1, 0.0], [0.0, 0.1, 0.1], [-0.1, 0.0, -0.1], [0.0, 0.0, -0.1], [0.1, 0.0, 0.0], [0.0, 0.0, 0.0], [0.0, 0.0, 0.0], [0.0, 0.0, 0.0], [0.0, 0.0, 0.0], [0.0, 0.0, 0.0], [0.0, 0.2, 0.0], [0.0, 0.0, 0.0], [0.0, 0.0, -0.1], [0.0, 0.0, 0.0], [0.0, 0.0, 0.0], [0.0, 0.0, 0.0], [0.0, 0.0, 0.0], [0.0, 0.0, 0.0], [0.0, 0.0, 0.1], [0.0, 0.0, 0.0], [0.0, 0.0, 0.0], [0.0, 0.0, 0.0], [0.0, 0.0, 0.0], [0.0, 0.0, 0.0], [0.0, 0.0, 0.0], [0.0, 0.0, 0.0], [0.0, 0.0, 0.0], [0.0, 0.0, 0.0], [0.0, 0.0, 0.0], [0.0, 0.0, 0.0], [0.0, 0.0, 0.0], [0.0, 0.0, 0.0], [0.0, 0.0, 0.0], [0.0, 0.0, 0.0], [0.0, 0.0, 0.0], [0.0, 0.0, 0.0], [0.0, 0.0, 0.0], [0.0, 0.0, 0.0], [0.0, 0.0, 0.0], [0.0, 0.0, 0.0], [0.0, 0.0, 0.0], [0.0, 0.1, 0.0], [0.1, 0.0, 0.1], [0.7, 0.2, 0.2], [0.0, 0.1, 0.0], [0.0, 0.0, 0.0], [0.0, 0.0, 0.0], [0.0, 0.0, 0.1], [-0.1, -0.2, 0.0], [0.0, 0.0, 0.0], [0.3, -0.2, 0.3], [0.0, 0.0, 0.0], [0.0, 0.0, 0.0], [0.0, 0.0, 0.0], [0.0, 0.0, 0.0], [0.0, 0.0, 0.0], [0.0, 0.0, 0.0], [0.0, 0.0, 0.0], [0.0, 0.0, 0.0], [0.0, 0.0, 0.0], [0.0, 0.0, 0.0], [0.0, 0.0, 0.0], [0.1, 0.0, -0.1], [0.0, 0.0, 0.0], [0.0, 0.0, -0.1], [0.0, 0.0, 0.0], [0.0, 0.0, 0.0], [0.0, 0.1, 0.0], [0.0, -0.1, 0.0], [-0.1, 0.0, 0.0], [0.0, 0.0, 0.0], [0.0, 0.1, 0.0], [0.0, 0.0, 0.0], [-0.2, 0.0, 0.1], [0.1, 0.0, 0.2], [0.0, 0.0, 0.0], [0.0, 0.0, 0.0], [0.0, 0.0, 0.0], [0.0, 0.0, 0.0], [0.0, 0.0, 0.0], [0.0, 0.0, 0.0], [0.0, 0.0, 0.0], [0.0, 0.0, 0.0], [0.0, 0.0, 0.0], [0.0, 0.0, 0.0], [0.0, 0.0, 0.1], [0.1, 0.0, -0.1], [0.0, 0.0, 0.0], [0.0, 0.0, 0.0]]}


Entry 2:
{"formula": "CH4N2O2", "method": "wB97M-V/def2-TZVPD", "e_homo_ev": -9.2756, "mol_weight_g_mol": 76.05, "smiles": "O/N=C/NO", "de_lowest_ev": 4.7926, "total_energy_ha": -300.3115, "lumo_ev": 0.688, "elements": ["O", "N", "C", "N", "O", "H", "H", "H", "H"], "coordinates": [[2.18430, -0.26914, -0.05430], [0.81276, -0.39904, -0.03817], [0.14287, 0.62469, 0.01810], [-1.26579, 0.58533, -0.26265], [-1.87696, -0.61055, 0.21572], [2.35340, 0.61263, 0.63168], [0.71021, 1.52143, 0.33269], [-1.71542, 1.29407, 0.20907], [-1.49290, -1.44271, -0.46769]], "forces_ev_per_angstrom": [[0.5, 3.8, 3.7], [0.8, -3.2, -1.5], [-1.4, 1.7, 0.6], [2.4, -1.7, -0.6], [1.7, -3.4, -2.9], [0.0, -3.4, -2.8], [-1.0, 0.5, -0.6], [-1.4, 1.8, 1.2], [-1.5, 3.9, 2.9]]}


Entry 3:
{"formula": "C6H9N", "method": "wB97M-V/def2-TZVPD", "e_homo_ev": -9.4388, "mol_weight_g_mol": 95.14, "smiles": "CC#CC[C@H]1CN1", "de_lowest_ev": 3.3641, "total_energy_ha": -288.6584, "lumo_ev": 1.022, "elements": ["C", "C", "C", "C", "C", "C", "N", "H", "H", "H", "H", "H", "H", "H", "H", "H"], "coordinates": [[2.59965, 0.78933, 1.96069], [1.67086, 0.19990, 0.99044], [0.92612, -0.30687, 0.18371], [0.04567, -0.95668, -0.80687], [-1.38936, -0.58148, -0.56774], [-1.92202, 0.64889, -1.20827], [-2.42096, -0.66011, -1.57927], [2.80045, 1.84202, 1.74013], [3.56114, 0.26573, 1.95685], [2.20272, 0.73492, 2.97887], [0.18661, -2.03896, -0.76922], [0.30928, -0.60830, -1.81057], [-1.74434, -0.76084, 0.45387], [-1.34834, 1.11929, -2.00149], [-2.15761, 1.22991, -0.33317], [-3.31985, -0.91672, -1.18798]], "forces_ev_per_angstrom": [[0.1, 0.0, 0.1], [-0.5, -0.3, -0.5], [0.5, 0.2, 0.4], [0.1, -0.3, -0.2], [0.3, -0.3, 0.1], [1.0, 0.1, 0.8], [-0.2, -0.3, 0.0], [-0.1, -0.1, 0.0], [-0.2, 0.0, -0.1], [0.0, 0.0, -0.2], [0.1, 0.0, 0.0], [0.1, -0.2, 0.1], [0.3, 0.2, -0.2], [0.0, 0.1, 0.3], [-1.5, 0.8, -0.5], [0.0, 0.1, 0.0]]}


no.,orbital gap (hartree)
1,0.1779
2,0.3662
3,0.3844